29
Properties=species:S:1:pos:R:3 method="wB97M-V/def2-TZVPD" multiplicity=2 de_lowest_kcal_mol=18.2 total_charge=+1 largest_force_ev_per_a=7.40 gap_ev="11.8 / 7.0" e_lumo_ev="-3.041 / -7.818"
C 0.0463 0.4875 1.1224
C -0.6927 0.7379 2.4522
C -0.3218 -0.9548 0.7364
N 0.1729 -1.3076 -0.5460
C 1.5864 -1.6482 -0.5604
C -0.2103 -0.3849 -1.7316
C 0.3490 1.1120 -1.7341
O 0.3754 1.4825 -3.2115
H 1.1109 0.3618 1.2758
H -0.2581 1.2166 0.3170
H -0.4677 -0.1170 3.0361
H -0.4933 1.7807 2.9028
H -1.8247 0.7673 2.4166
H -1.3430 -1.3570 0.8179
H 0.1502 -1.5764 1.4797
H 1.7434 -2.8163 -0.2677
H 2.3947 -1.1388 0.0689
H 2.1819 -1.5064 -1.5354
H -1.3078 -0.3268 -1.5470
H 0.0317 -0.8992 -2.6877
H -0.3964 1.8133 -1.1724
H 1.3311 1.2240 -1.4360
H 0.5473 0.7288 -3.6253
H 1.8266 -0.3914 3.5335
H 2.3341 -1.2358 2.1854
O 1.8500 -1.1614 3.0269
H -2.5615 0.8958 0.1629
H -3.3813 1.0098 -0.9937
O -3.1466 1.5067 -0.1678



28
Properties=species:S:1:pos:R:3 method="wB97M-V/def2-TZVPD" total_charge=+1 largest_force_ev_per_a=2.47 gap_ev=7.9 e_lumo_ev=-4.127
C 0.2160 -2.6324 0.6520
C 1.7572 -2.5731 0.5866
N 2.2618 -1.1882 0.2627
P 3.9937 -1.2869 0.2065
H -0.0564 -3.3867 1.3943
H -0.1369 -3.0284 -0.3031
H -0.2634 -1.6786 0.8710
H 2.0950 -3.2231 -0.2259
H 2.2172 -2.8937 1.5364
H 2.0646 -0.5432 1.0264
H 4.5244 -0.4851 -0.8276
H 4.3077 -2.6256 -0.1395
H 4.5559 -1.0003 1.4717
C -0.3346 1.1703 -1.3649
C -0.7544 1.2773 0.0914
O -1.3283 2.5188 0.4288
C -2.5159 2.8665 -0.2676
C -3.6583 1.8895 -0.0550
H 0.3365 1.9884 -1.6310
H 0.1775 0.2221 -1.5446
H -1.1918 1.2169 -2.0371
H 0.1327 1.1746 0.7232
H -1.4311 0.4588 0.3662
H -2.3062 2.9974 -1.3345
H -2.8073 3.8449 0.1136
H -3.4344 0.9046 -0.4703
H -4.5634 2.2557 -0.5394
H -3.8580 1.7596 1.0099



45
Properties=species:S:1:pos:R:3 method="wB97M-V/def2-TZVPD" multiplicity=2 de_lowest_kcal_mol=85.0 largest_force_ev_per_a=7.32 gap_ev="6.8 / 6.6" e_lumo_ev="0.255 / 0.254"
Ag -0.4886 18.4879 -15.6048
C -1.8002 16.5503 -17.0246
O -2.1388 17.0509 -15.9053
O -2.5393 15.8930 -17.7476
O -0.6126 16.7597 -17.2764
C 0.8988 21.7009 -15.5242
O 0.4650 20.6549 -15.0528
N 1.2654 21.7653 -16.7418
N 1.1320 22.7314 -14.8083
H 1.6892 22.5719 -17.1775
H 1.0965 20.9418 -17.3017
H 0.9682 22.8157 -13.8152
H 1.4590 23.5666 -15.2727
C -2.1371 20.2145 -13.1650
O -1.6631 19.3121 -13.7899
N -2.8117 19.9943 -12.0638
N -2.0434 21.4309 -13.4592
H -3.2783 20.7703 -11.6165
H -2.8632 19.0526 -11.7024
H -1.4989 21.7658 -14.2411
H -2.5961 22.0433 -12.8763
C 0.4882 16.1915 -13.1077
O 0.1655 17.0816 -13.8718
N -0.2800 15.3727 -12.5322
N 1.7468 15.9265 -12.9438
H 0.1384 14.5339 -12.1561
H -1.2168 15.3554 -12.9091
H 2.5067 16.4639 -13.3361
H 1.9168 15.2248 -12.2375
C -2.2781 20.7725 -17.3806
O -1.7653 19.8893 -16.7019
N -3.5452 20.8987 -17.5078
N -1.6277 21.7735 -17.8989
H -3.9825 21.5725 -18.1200
H -4.0463 20.2350 -16.9346
H -0.6217 21.7150 -17.8309
H -2.1226 22.4387 -18.4757
C 2.6322 17.4969 -16.2238
O 1.7392 18.2763 -15.9012
N 3.8600 17.5494 -15.7795
N 2.4314 16.4980 -17.0191
H 4.0983 18.2343 -15.0765
H 4.5570 16.8860 -16.0864
H 3.1472 15.8519 -17.3194
H 1.4712 16.4858 -17.3320



31
Properties=species:S:1:pos:R:3 method="wB97M-V/def2-TZVPD" de_lowest_kcal_mol=0.0 total_charge=+2 largest_force_ev_per_a=1.20 gap_ev=11.2 e_lumo_ev=-5.662
C 1.7958 1.9344 0.5129
C 3.4663 0.1355 0.0433
C -3.3870 0.4061 -1.3970
C -2.1171 -1.6305 -2.1738
C 2.4522 0.6696 1.0428
C -3.1913 -1.0322 -1.7040
N 3.2248 1.0860 2.2757
N -4.4167 -1.8427 -1.4366
O 0.0468 -0.9649 0.4512
O 0.4871 0.1833 2.8125
Si 1.1415 -0.6566 1.6046
H 2.5385 2.6730 0.2138
H 1.1380 2.3760 1.2571
H 1.1931 1.7006 -0.3584
H 4.2463 0.8660 -0.1576
H 3.9308 -0.7834 0.3891
H 2.9773 -0.0765 -0.9008
H -4.2475 0.8087 -1.9294
H -3.5491 0.5576 -0.3305
H -2.5135 0.9784 -1.6889
H -2.0737 -2.6875 -2.3747
H -1.2350 -1.0640 -2.4062
H 1.8554 -1.8478 2.0262
H 3.8384 1.8832 2.0567
H 2.5564 1.3643 3.0033
H 3.8022 0.3162 2.6297
H -4.9130 -1.4762 -0.6120
H -4.1810 -2.8330 -1.2742
H -5.0642 -1.7958 -2.2387
H 0.2641 -1.5384 -0.2827
H -0.2863 -0.0792 3.3079



31
Properties=species:S:1:pos:R:3 method="wB97M-V/def2-TZVPD" de_lowest_kcal_mol=40.4 largest_force_ev_per_a=3.18 gap_ev=7.9 e_lumo_ev=0.574
C -0.9898 1.6951 -0.8017
C 0.0859 0.8129 -0.2748
C 1.3589 1.2354 -0.1588
N 1.6401 2.5221 -0.6672
C -0.2813 -0.7095 -0.0748
C 0.7128 -1.8393 -0.4011
C -0.1796 -3.1352 -0.1687
N 1.9609 -1.7317 0.3264
H -0.9695 2.7060 -0.3383
H -0.7574 2.1470 -1.7828
H -1.9700 1.2381 -0.7001
H 2.2454 0.6531 0.0485
H 2.6207 2.7341 -0.6047
H 1.0640 3.3338 -0.7681
H -1.2611 -0.8542 -0.4982
H -0.3715 -0.8621 1.0047
H 0.8888 -1.9881 -1.4917
H 0.3649 -4.0179 -0.5634
H -0.5643 -3.3426 0.8136
H -1.0772 -2.9685 -0.7442
H 2.1714 -2.6091 0.7734
H 2.1015 -0.9019 0.8636
O 0.6034 0.5303 2.5162
H 0.8401 -0.1199 3.1738
H -0.0200 1.2015 2.7995
O -2.3618 1.9723 2.7371
H -2.9425 1.2426 2.4775
H -1.7911 2.0463 1.9631
O -1.1452 0.0613 -3.2053
H -1.0398 -0.6278 -3.8718
H -0.9369 -0.4242 -2.3818



31
Properties=species:S:1:pos:R:3 method="wB97M-V/def2-TZVPD" de_lowest_kcal_mol=34.9 total_charge=-1 largest_force_ev_per_a=1.65 gap_ev=8.2 e_lumo_ev=3.634
C -0.8011 0.7208 1.3836
N -0.6436 -0.6890 1.0243
C -1.8257 -1.3048 0.3491
C -2.3811 -0.5925 -0.9179
O -2.3521 -1.4296 -2.0213
C 0.5338 1.2453 1.9512
C 0.6847 3.2162 0.2920
C 1.3475 1.9524 0.8319
H -1.0447 1.3232 0.5141
H -1.5718 0.7650 2.1563
H 0.1445 -0.8045 0.3896
H -1.4370 -2.2972 0.1328
H -2.6094 -1.3554 1.1159
H -3.4101 -0.2337 -0.8091
H -1.7498 0.3058 -1.0666
H 0.4282 1.8281 2.8681
H 1.2050 0.4370 2.2734
H 1.4394 3.9049 -0.0986
H 0.0517 3.0215 -0.5776
H 0.0360 3.7324 1.0068
H 1.3626 1.2379 0.0028
H 2.3574 2.1856 1.1736
H 2.5603 -0.5311 0.4012
H 2.1167 -1.1718 1.6659
O 2.6131 -0.4009 1.3786
H -1.3490 -1.4592 -2.3974
H 0.0813 -0.2794 -2.9095
O -0.0362 -1.2151 -2.6933
H 2.3329 -2.0232 -1.1521
H 0.9601 -1.2210 -1.7152
O 1.8396 -1.1973 -1.0777